Entry 1:
# C6H12O

A structure of composition C6H12O (ωB97M-V/def2-TZVPD, the OMol25 dataset).

Positions of all 19 atoms, in Å:
C  1.9425  -0.8893  -0.4924
C  0.7292  -0.3076  0.2254
O  0.7268  -0.3082  1.5209
C  0.1103  0.8522  -0.4036
C  -1.2864  1.1999  0.0745
C  -1.8133  -0.2225  0.3515
C  -0.7309  -1.0396  -0.3568
H  2.8196  -0.2880  -0.2290
H  1.8398  -0.9030  -1.5850
H  2.1236  -1.9087  -0.1413
H  1.1301  1.2840  1.4401
H  1.1196  1.8837  0.8850
H  0.4032  1.1407  -1.4168
H  -1.2874  1.8446  0.9559
H  -1.8364  1.7014  -0.7276
H  -2.8220  -0.4015  -0.0311
H  -1.7876  -0.4483  1.4174
H  -0.8691  -1.0724  -1.4413
H  -0.5916  -2.0685  -0.0072

Results
**Energy relative to the best compared isomer or geometry (same formula, charge and spin)**: 109.95 kcal/mol
**HOMO energy**: -8.8319 eV
**Charge**: 0
**LUMO energy**: -0.007 hartree
**Calculated total energy**: -8459.586 eV



Entry 2:
# C6H12O

The molecule C6H12O (ωB97M-V/def2-TZVPD, the OMol25 dataset).

Positions of all 19 atoms, in Å:
C  1.5750  1.1395  0.1702
C  0.6988  -0.1189  0.2362
C  1.4472  -1.3048  -0.3913
C  -0.5994  0.1122  -0.5226
C  -1.7722  -0.8307  -0.3725
C  -1.8538  0.5468  0.1906
O  -1.8451  0.6421  1.5849
H  1.0504  2.0104  0.5785
H  2.5164  1.0211  0.7216
H  1.8371  1.3671  -0.8714
H  0.4561  -0.3203  1.2898
H  2.4804  -1.4151  -0.0331
H  1.4853  -1.1329  -1.4673
H  0.9323  -2.2537  -0.2104
H  -0.4638  0.5355  -1.5204
H  -2.3914  -1.0708  -1.2342
H  -1.6675  -1.6328  0.3518
H  -2.5185  1.2547  -0.3090
H  -1.3671  1.4506  1.8086

Results
**Energy relative to the best compared isomer or geometry (same formula, charge and spin)**: 26.27 kcal/mol
**HOMO energy**: -9.6881 eV
**Charge**: 0
**LUMO energy**: 0.035 hartree
**Calculated total energy**: -8463.215 eV
**SMILES**: CC(C)[C@H]1C[C@H]1O



Entry 3:
# C6H12O

The molecule C6H12O (ωB97M-V/def2-TZVPD, the OMol25 dataset).

Positions of all 19 atoms, in Å:
C  1.4572  0.8449  -0.7209
C  0.7576  -0.5993  0.9525
C  -0.4712  -0.4061  0.1933
C  -0.6892  -1.4135  -0.9163
C  -1.2466  -0.6809  1.3961
C  -0.2969  0.9894  -0.3304
O  -0.4758  1.9674  0.6550
H  1.7091  1.8809  -0.5659
H  1.4465  0.5399  -1.7600
H  2.3920  0.3179  -0.3332
H  1.0843  0.1982  1.6110
H  1.4374  -1.4376  0.8272
H  0.0487  -1.2810  -1.7123
H  -0.6013  -2.4365  -0.5320
H  -1.6935  -1.2917  -1.3355
H  -1.3867  0.0930  2.1446
H  -1.9936  -1.4908  1.4126
H  -0.9369  1.2387  -1.2112
H  -0.7404  2.7951  0.2360

Results
**Energy relative to the best compared isomer or geometry (same formula, charge and spin)**: 119.81 kcal/mol
**HOMO energy**: -7.5572 eV
**Charge**: 0
**LUMO energy**: 0.030 hartree
**Calculated total energy**: -8459.158 eV